Record 1
ORCA calculation (wB97M-V/def2-TZVPD) on a single C2HClF2O2 molecule.

HOMO (alpha / beta) (Eh): -0.3125 / -0.4350
Multiplicity: 3
Total energy (Eh): -886.960098
Energy above the lowest of the compared OMol25 structures with the same formula, charge and spin (kJ/mol): 178.8
LUMO (alpha / beta) (eV): 0.64 / -3.20
Total charge: 0

```
8
Properties=species:S:1:pos:R:3:forces:R:3
C 0.832146 1.545815 -0.139473 -5.164 -1.094 -4.076
C -0.254056 0.572542 -0.514404 0.270 -2.698 -0.706
O 1.435262 0.587731 1.937087 -1.188 0.312 -1.387
O 1.605256 1.426783 0.884001 4.949 0.498 3.954
F -0.154123 -0.032163 -1.774324 1.406 0.652 -0.632
F -1.498581 1.058926 -0.635155 -0.441 1.195 1.130
Cl 1.181693 2.745490 -1.280597 0.253 -0.079 0.685
H -0.237317 -0.388713 0.040153 -0.086 1.213 1.032
```
Forces are in eV/Å.

Here are the Löwdin charges for atoms 1 to 5, given in e: -0.683 -0.394 0.131 -0.102 -0.008

Record 2
ORCA calculation (wB97M-V/def2-TZVPD) on a molecular structure, C31H50P2Yb.

HOMO (alpha / beta) (Eh): -0.3715 / -0.3545
Multiplicity: 2
Total energy (Eh): -3052.347887
Energy above the lowest of the compared OMol25 structures with the same formula, charge and spin (kJ/mol): 0.0
LUMO (alpha / beta) (eV): -2.00 / -4.37
Total charge: +1

```
84
Properties=species:S:1:pos:R:3:forces:R:3
Yb -0.653221 1.856281 0.087162 1.837 -2.899 2.280
C -0.719301 3.432663 -1.676042 -0.769 0.473 0.019
C -1.837306 2.568862 -1.860688 -0.271 0.814 -0.226
C -2.146204 3.717188 0.113176 -0.136 0.289 -1.052
C -0.909958 4.135681 -0.451732 -0.810 0.189 -0.710
C -2.724200 2.753595 -0.762907 0.139 0.717 -0.185
C 0.486209 3.524839 -2.541407 0.386 0.287 -0.441
H 0.486949 2.750607 -3.319026 0.081 0.187 0.197
H 1.424223 3.444264 -1.965705 -0.161 -0.010 -0.207
H 0.513426 4.500937 -3.052150 0.117 -0.297 0.081
C 0.043340 5.072284 0.189803 0.334 0.502 0.223
H 1.002554 5.079032 -0.340486 -0.128 0.107 0.135
H 0.236588 4.808275 1.241756 -0.012 0.146 -0.178
H -0.356176 6.099438 0.182363 0.218 -0.243 0.049
C -2.694363 4.184862 1.408995 -0.275 0.288 0.553
H -3.000383 5.243684 1.354100 0.068 -0.344 0.082
H -1.952947 4.106318 2.220395 -0.184 0.095 -0.097
H -3.573575 3.597224 1.701376 0.152 0.186 -0.004
C -4.044850 2.096833 -0.573452 -0.593 -0.086 0.025
H -4.866997 2.788544 -0.823903 0.199 -0.261 0.073
H -4.198775 1.784290 0.469763 -0.052 -0.005 -0.229
H -4.151565 1.217705 -1.220241 -0.024 0.131 0.172
C -2.080896 1.684523 -3.034138 -0.242 -0.170 -0.418
H -2.741314 2.180752 -3.764243 0.201 -0.192 0.146
H -2.578710 0.748988 -2.741996 0.156 0.125 -0.123
H -1.147229 1.438270 -3.553533 -0.221 -0.052 0.066
C 3.363791 -4.103511 -1.414372 0.254 0.314 -0.556
C 3.146914 -3.825943 -2.708574 0.766 -0.102 0.484
C 2.509782 -4.721013 -3.727996 -0.323 -0.124 -0.247
C 1.421986 -5.691371 -3.207085 0.238 -0.092 -0.499
C 0.408798 -5.079600 -2.285919 -0.407 0.006 0.420
C 0.474388 -5.022939 -0.948991 -0.481 -0.377 -0.472
C 1.621270 -5.431363 -0.072357 0.219 -0.103 0.164
C 3.025969 -5.388310 -0.719095 -0.020 -0.302 0.462
H 3.283809 -5.320669 -4.236187 -0.137 0.224 0.116
H 1.899827 -6.567771 -2.753104 -0.308 0.233 -0.156
H 2.070804 -4.086699 -4.514279 0.087 -0.134 0.193
H 3.148789 -6.249919 -1.385004 0.100 0.304 0.231
H 3.923157 -3.390415 -0.792401 -0.298 -0.068 -0.371
H 3.559689 -2.901402 -3.132307 -0.109 -0.261 0.318
H 3.752498 -5.512087 0.098711 -0.171 -0.125 -0.259
H 1.618350 -4.783765 0.821026 -0.003 -0.151 -0.233
H -0.424369 -4.723050 -0.392451 0.286 0.097 -0.329
H 1.452898 -6.451736 0.310610 -0.007 0.246 -0.056
H 0.873407 -6.051250 -4.092594 0.237 -0.037 0.294
H -0.495251 -4.717412 -2.795706 0.229 -0.122 0.398
P 1.059521 -0.431742 -0.780983 0.763 -0.420 -0.012
P -1.757604 -0.865174 0.845841 -0.206 -0.325 0.337
C 0.720994 -2.052185 0.069127 0.001 0.107 -0.084
C -0.360261 -2.045483 1.156384 -0.128 0.210 0.124
H 1.673965 -2.391875 0.498627 -0.236 -0.006 -0.194
H 0.465909 -2.763768 -0.728227 0.061 0.275 0.262
H -0.799496 -3.048337 1.265924 0.171 0.184 0.093
H 0.064299 -1.770799 2.132498 -0.031 -0.041 -0.178
C -2.589162 -0.872778 2.478577 -0.066 0.086 0.163
H -3.508662 -0.272838 2.411913 0.236 -0.184 0.055
H -1.936370 -0.419033 3.237868 -0.186 -0.138 -0.153
H -2.849669 -1.892644 2.788490 0.053 0.210 -0.005
C -2.915104 -1.932630 -0.085610 -0.068 0.183 -0.255
H -3.007894 -2.915567 0.396643 -0.002 0.255 -0.127
H -2.557086 -2.057492 -1.116930 -0.200 -0.026 0.226
H -3.894997 -1.433730 -0.098789 0.234 -0.225 -0.135
C 2.821220 -0.182548 -0.310155 0.141 0.344 0.078
H 3.175796 0.764740 -0.747313 -0.014 -0.312 0.160
H 3.465457 -1.001772 -0.665123 -0.270 0.216 0.127
H 2.896476 -0.105950 0.784955 0.057 -0.023 -0.299
C 1.294365 -1.004114 -2.498231 -0.176 0.104 -0.317
H 0.321200 -1.217799 -2.961038 0.236 0.118 0.031
H 1.903948 -1.916026 -2.522585 -0.254 0.334 0.117
H 1.804989 -0.214002 -3.066554 -0.214 -0.183 0.047
C 0.798166 1.873296 2.386978 0.435 -0.187 0.502
C 0.553363 2.800779 3.438650 -0.268 0.270 0.168
C 1.458195 3.880998 3.684553 -0.380 -0.140 0.148
C 1.221607 4.774141 4.722395 0.045 0.026 -0.082
C 0.086136 4.642601 5.540333 0.040 -0.325 -0.284
C -0.816141 3.587670 5.314779 0.115 -0.043 -0.208
C -0.598304 2.682178 4.282725 0.324 0.129 -0.010
H 0.357953 0.873543 2.486935 -0.065 0.187 -0.171
H 1.794001 1.903376 1.933879 -0.291 -0.014 -0.089
H 2.350106 3.970423 3.057562 -0.308 0.034 0.227
H 1.931896 5.587793 4.903873 -0.307 -0.337 -0.057
H -0.091976 5.344349 6.355272 0.072 -0.186 -0.253
H -1.693383 3.476721 5.952847 0.249 0.043 -0.166
H -1.295279 1.849966 4.114745 0.277 0.395 0.083
```
Forces are in eV/Å.

Here are the Löwdin charges for atoms 1 to 5, given in e: 1.152 -0.340 -0.339 -0.333 -0.343